# 1
{"formula": "C4H10N4O", "method": "ωB97M-V with the def2-TZVPD basis set", "de_lowest_kj_mol": 805.2, "homo_energy_ev": -9.1, "gap_ev": 9.571, "species": ["C", "C", "C", "C", "H", "H", "H", "H", "H", "H", "H", "H", "H", "H", "N", "N", "N", "N", "O"], "xyz": [[2.479, -1.516, 0.434], [0.088, -0.826, 1.129], [0.348, -0.301, -1.291], [-2.706, 2.423, -0.265], [2.787, -2.715, -0.040], [3.161, -0.745, 1.385], [2.300, -0.769, -0.623], [1.232, -2.162, 1.920], [0.431, -1.402, -1.399], [-0.432, 0.320, -2.059], [1.469, 0.353, -1.394], [-3.537, 1.681, -0.935], [-2.480, 3.451, -0.564], [-3.127, 2.209, 0.862], [1.133, -1.786, 0.989], [-0.063, -0.136, 0.027], [-1.046, 0.906, 0.378], [-1.222, 1.701, -0.606], [-0.814, -0.687, 2.053]]}


# 2
{"formula": "C2HClNOS2", "method": "ωB97M-V with the def2-TZVPD basis set", "de_lowest_kj_mol": 64.1, "charge": -1, "homo_energy_ev": -4.1, "gap_ev": 7.147, "species": ["C", "C", "N", "O", "S", "S", "Cl", "H"], "xyz": [[-3.006, 1.465, -0.496], [-0.735, 1.120, 0.139], [-1.904, 1.720, -0.049], [-4.153, 1.563, -0.695], [0.512, 2.023, 0.816], [-0.697, -0.494, -0.278], [-3.048, -1.427, 0.678], [0.675, -0.294, -0.113]]}


# 3
{"formula": "C33H46BBr2KN6O2PS3", "method": "ωB97M-V with the def2-TZVPD basis set", "de_lowest_kj_mol": 16.7, "charge": -1, "homo_energy_ev": -4.5, "gap_ev": 6.728, "species": ["K", "C", "N", "C", "C", "N", "B", "N", "C", "C", "N", "C", "C", "S", "C", "S", "H", "H", "H", "H", "H", "H", "H", "H", "H", "H", "H", "H", "O", "S", "O", "N", "C", "C", "C", "C", "C", "C", "C", "C", "N", "C", "C", "C", "C", "C", "C", "C", "H", "H", "H", "H", "H", "H", "H", "H", "H", "H", "H", "Br", "C", "Br", "H", "H", "C", "C", "C", "P", "C", "C", "C", "C", "C", "C", "H", "H", "H", "H", "H", "H", "H", "H", "H", "H", "H", "H", "H", "H", "H", "H", "H", "H", "H", "H", "H"], "xyz": [[-0.451, -0.272, 1.458], [-4.787, 0.492, 0.538], [-4.415, 1.770, 1.102], [-5.229, 2.534, 1.924], [-4.532, 3.646, 2.216], [-3.307, 3.582, 1.581], [-2.315, 4.804, 1.650], [-0.836, 4.363, 1.504], [0.022, 4.893, 0.559], [1.243, 4.359, 0.742], [1.130, 3.483, 1.813], [2.217, 2.705, 2.371], [-0.159, 3.491, 2.279], [-0.743, 2.538, 3.560], [-3.227, 2.423, 0.896], [-1.939, 1.835, -0.063], [-4.900, -0.257, 1.320], [-4.000, 0.181, -0.142], [-5.726, 0.582, -0.008], [-6.215, 2.213, 2.217], [-4.796, 4.488, 2.834], [-2.552, 5.558, 0.720], [-2.492, 5.333, 2.730], [-0.325, 5.598, -0.177], [2.172, 4.505, 0.215], [3.074, 3.349, 2.573], [2.528, 1.905, 1.694], [1.872, 2.264, 3.301], [0.656, -3.720, 3.232], [1.043, -3.073, 1.995], [-0.059, -2.408, 1.276], [2.372, -2.264, 1.924], [2.846, -1.352, 2.843], [4.180, -0.976, 2.804], [4.734, -0.115, 3.770], [3.984, 0.392, 4.798], [2.606, 0.080, 4.855], [1.738, 0.559, 5.867], [0.416, 0.240, 5.836], [-0.068, -0.534, 4.760], [0.699, -0.990, 3.808], [2.028, -0.739, 3.857], [1.447, -4.434, 0.896], [2.386, -4.310, -0.121], [2.613, -5.376, -0.981], [1.900, -6.559, -0.835], [0.969, -6.683, 0.188], [0.750, -5.624, 1.061], [4.800, -1.392, 2.018], [5.788, 0.130, 3.707], [4.423, 1.018, 5.568], [2.141, 1.192, 6.651], [-0.271, 0.604, 6.590], [-1.125, -0.780, 4.694], [2.927, -3.378, -0.218], [3.353, -5.283, -1.768], [2.069, -7.383, -1.520], [0.416, -7.606, 0.312], [0.059, -5.720, 1.891], [-3.582, -3.023, 1.083], [-2.306, -4.161, 0.199], [-1.824, -3.519, -1.553], [-2.744, -5.141, 0.090], [-1.411, -4.154, 0.799], [-2.365, 1.791, -3.681], [-1.612, 0.523, -4.106], [-2.550, -0.680, -3.991], [-0.118, 0.216, -3.032], [0.622, -1.290, -3.862], [0.713, -1.340, -5.385], [1.983, -1.598, -3.231], [1.036, 1.604, -3.513], [0.931, 2.710, -2.451], [0.908, 2.186, -4.922], [-3.340, 1.828, -4.180], [-1.826, 2.703, -3.941], [-2.531, 1.805, -2.602], [-1.287, 0.637, -5.142], [-2.892, -0.793, -2.957], [-2.076, -1.619, -4.291], [-3.429, -0.531, -4.626], [-0.057, -2.083, -3.534], [1.497, -0.674, -5.752], [-0.224, -1.069, -5.873], [0.970, -2.355, -5.705], [2.744, -0.892, -3.576], [2.316, -2.603, -3.508], [1.938, -1.545, -2.141], [2.032, 1.161, -3.417], [-0.070, 3.153, -2.423], [1.653, 3.510, -2.650], [1.118, 2.318, -1.450], [-0.050, 2.690, -5.061], [1.005, 1.425, -5.699], [1.694, 2.931, -5.083]]}


# 4
{"formula": "C3H5ClIN3S", "method": "ωB97M-V with the def2-TZVPD basis set", "de_lowest_kj_mol": 235.1, "charge": 2, "homo_energy_ev": -18.5, "gap_ev": 6.529, "species": ["C", "C", "C", "N", "N", "N", "S", "Cl", "I", "H", "H", "H", "H", "H"], "xyz": [[-1.134, -0.107, 0.135], [-2.811, 1.854, -0.015], [0.362, 0.013, 0.364], [-4.011, 1.414, 0.065], [-1.494, -1.340, 0.149], [-1.653, 1.154, -0.101], [-2.782, -2.461, 0.183], [-2.550, 3.482, 0.041], [-4.609, -0.384, 0.107], [0.570, 1.012, 0.665], [0.961, -0.081, -0.548], [0.780, -0.770, 1.108], [-0.589, -1.861, 0.480], [-0.916, 1.698, -0.690]]}


# 5
{"formula": "H28O14", "method": "ωB97M-V with the def2-TZVPD basis set", "de_lowest_kj_mol": 409.2, "homo_energy_ev": -11.1, "gap_ev": 10.896, "species": ["O", "H", "H", "O", "H", "H", "O", "H", "H", "O", "H", "H", "O", "H", "H", "O", "H", "H", "O", "H", "H", "O", "H", "H", "O", "H", "H", "O", "H", "H", "O", "H", "H", "O", "H", "H", "O", "H", "H", "O", "H", "H"], "xyz": [[4.176, -2.063, -2.572], [3.883, -1.495, -3.326], [3.916, -2.964, -2.467], [-0.355, -0.859, 4.756], [-0.879, -1.193, 5.455], [-0.438, -1.503, 4.058], [1.268, 1.957, -2.763], [1.180, 1.441, -3.648], [1.351, 1.398, -1.953], [-3.583, -1.655, 0.168], [-3.494, -1.783, 1.099], [-2.893, -2.173, -0.300], [-4.170, 0.873, 1.270], [-4.329, 0.383, 0.439], [-3.342, 0.458, 1.418], [-1.250, 2.291, -0.631], [-0.840, 2.708, 0.095], [-0.739, 2.405, -1.423], [-0.289, -3.482, -3.980], [0.304, -2.709, -3.888], [-0.635, -3.831, -3.186], [0.032, 3.343, 2.701], [0.805, 2.826, 2.672], [0.106, 4.190, 2.284], [1.944, 2.326, 1.131], [1.139, 2.767, 1.438], [1.941, 1.398, 1.339], [1.010, -1.505, -2.899], [1.870, -1.902, -2.921], [1.101, -0.546, -2.858], [1.771, 0.247, -0.949], [1.531, 0.939, -0.310], [2.433, -0.298, -0.560], [-1.375, -0.822, 1.923], [-0.670, -0.325, 1.485], [-2.232, -0.294, 1.766], [-1.693, -0.659, -1.510], [-1.443, -1.175, -2.261], [-1.537, 0.236, -1.761], [1.740, 0.544, 3.260], [0.741, 0.401, 3.303], [1.943, 0.107, 4.106]]}


# 6
{"formula": "C9H11FN2", "method": "ωB97M-V with the def2-TZVPD basis set", "de_lowest_kj_mol": 292.2, "homo_energy_ev": [-7.7, -7.7], "gap_ev": [5.859, 5.858], "species": ["C", "C", "C", "C", "C", "C", "C", "C", "C", "N", "N", "F", "H", "H", "H", "H", "H", "H", "H", "H", "H", "H", "H"], "xyz": [[-0.941, 0.576, -1.836], [1.789, -1.405, -1.778], [2.281, -0.843, -0.523], [0.508, -1.415, -2.044], [1.461, -0.291, 0.378], [-0.456, -0.667, -1.167], [0.042, -0.318, 0.198], [-2.186, 0.492, 0.871], [-0.199, 0.643, 2.321], [-1.241, 1.537, -2.447], [-0.798, 0.203, 1.102], [1.189, 2.776, 0.763], [2.555, -1.804, -2.551], [3.258, -0.769, -0.263], [0.193, -1.601, -3.044], [1.813, 0.223, 1.217], [-1.347, -1.329, -1.072], [-2.739, 0.689, 1.856], [-2.292, 1.302, 0.077], [-2.685, -0.156, 0.155], [0.366, -0.242, 2.594], [0.368, 1.502, 2.037], [-0.938, 0.895, 3.157]]}


# 7
{"formula": "C44H105N3O17S5", "method": "ωB97M-V with the def2-TZVPD basis set", "smiles": "O=S1(=O)CCCC1.O=S1(=O)CCCC1.O=S1(=O)CCCC1.O=S1(=O)CCCC1.O=S1(=O)CCCC1.COC[C@H](C)N.COC[C@H](C)N.COC[C@H](C)N.CC(C)O.CC(C)O.CC(C)O.CC(C)O", "homo_energy_ev": -8.9, "gap_ev": 9.112, "species": ["O", "S", "O", "C", "C", "C", "C", "H", "H", "H", "H", "H", "H", "H", "H", "O", "S", "O", "C", "C", "C", "C", "H", "H", "H", "H", "H", "H", "H", "H", "O", "S", "O", "C", "C", "C", "C", "H", "H", "H", "H", "H", "H", "H", "H", "O", "S", "O", "C", "C", "C", "C", "H", "H", "H", "H", "H", "H", "H", "H", "O", "S", "O", "C", "C", "C", "C", "H", "H", "H", "H", "H", "H", "H", "H", "C", "O", "C", "C", "C", "N", "H", "H", "H", "H", "H", "H", "H", "H", "H", "H", "H", "C", "O", "C", "C", "C", "N", "H", "H", "H", "H", "H", "H", "H", "H", "H", "H", "H", "C", "O", "C", "C", "C", "N", "H", "H", "H", "H", "H", "H", "H", "H", "H", "H", "H", "C", "C", "C", "O", "H", "H", "H", "H", "H", "H", "H", "H", "C", "C", "C", "O", "H", "H", "H", "H", "H", "H", "H", "H", "C", "C", "C", "O", "H", "H", "H", "H", "H", "H", "H", "H", "C", "C", "C", "O", "H", "H", "H", "H", "H", "H", "H", "H"], "xyz": [[8.492, -3.917, 2.822], [7.870, -2.622, 2.888], [6.675, -2.333, 2.063], [7.542, -2.031, 4.623], [8.633, -0.839, 4.901], [9.707, -0.922, 3.805], [9.024, -1.216, 2.533], [7.475, -2.889, 5.293], [6.561, -1.566, 4.522], [8.094, 0.103, 4.809], [9.060, -0.863, 5.904], [10.338, -1.730, 4.176], [10.358, -0.056, 3.687], [9.636, -1.359, 1.642], [8.287, -0.451, 2.284], [2.240, 7.312, 2.846], [1.010, 8.040, 2.531], [0.465, 8.090, 1.146], [-0.103, 7.342, 3.708], [-0.223, 8.385, 4.917], [0.913, 9.453, 4.789], [1.152, 9.715, 3.286], [0.292, 6.367, 3.992], [-1.065, 7.192, 3.216], [-1.287, 8.619, 4.868], [-0.104, 8.056, 5.950], [1.797, 9.058, 5.289], [0.615, 10.372, 5.294], [2.039, 10.218, 2.902], [0.366, 10.326, 2.843], [8.796, 3.811, -3.360], [8.240, 5.038, -2.725], [9.094, 6.128, -2.278], [6.621, 5.570, -3.531], [5.419, 4.890, -2.808], [6.012, 3.867, -1.847], [7.307, 4.410, -1.279], [6.618, 5.356, -4.599], [6.675, 6.655, -3.443], [4.835, 5.700, -2.370], [4.557, 4.509, -3.355], [6.286, 2.938, -2.347], [5.356, 3.679, -0.997], [8.033, 3.712, -0.863], [7.189, 5.281, -0.634], [-5.646, -1.768, 8.057], [-6.469, -1.540, 6.895], [-5.845, -1.133, 5.642], [-7.556, -2.955, 6.593], [-9.005, -2.523, 6.924], [-9.057, -0.968, 6.598], [-7.867, -0.399, 7.443], [-7.265, -3.710, 7.324], [-7.412, -3.519, 5.671], [-9.700, -3.078, 6.293], [-9.305, -2.717, 7.954], [-10.071, -0.675, 6.871], [-8.893, -0.840, 5.529], [-7.968, -0.579, 8.513], [-7.592, 0.647, 7.306], [-5.458, -3.702, -6.904], [-4.755, -4.721, -6.152], [-4.049, -5.847, -6.695], [-3.779, -3.908, -4.904], [-4.292, -4.465, -3.539], [-5.790, -4.499, -3.708], [-6.075, -5.432, -4.918], [-3.980, -2.836, -4.924], [-2.728, -4.189, -4.968], [-4.041, -5.503, -3.318], [-3.910, -3.937, -2.665], [-6.033, -3.456, -3.907], [-6.340, -4.645, -2.778], [-7.105, -5.238, -5.217], [-5.808, -6.409, -4.515], [-10.534, 1.122, -3.958], [-9.151, 1.414, -3.530], [-8.913, 2.874, -3.215], [-7.430, 2.961, -2.631], [-7.078, 2.394, -1.319], [-6.965, 4.369, -2.459], [-10.649, 1.645, -4.907], [-11.223, 1.310, -3.135], [-10.625, 0.052, -4.148], [-8.900, 3.449, -4.141], [-9.771, 3.232, -2.647], [-6.806, 2.503, -3.399], [-7.420, 2.949, -0.446], [-6.002, 2.522, -1.201], [-7.326, 1.342, -1.181], [-7.731, 4.969, -2.189], [-6.150, 4.609, -1.913], [0.636, -2.697, -0.356], [0.025, -1.393, -0.296], [-0.044, -0.780, 0.984], [-0.955, 0.406, 0.902], [-0.514, 1.506, -0.086], [-1.041, 0.931, 2.313], [1.138, -2.704, -1.323], [-0.128, -3.462, -0.492], [1.360, -2.917, 0.428], [-0.420, -1.615, 1.575], [0.930, -0.483, 1.373], [-1.932, 0.129, 0.507], [0.260, 2.174, 0.291], [-1.382, 2.152, -0.220], [-0.228, 1.199, -1.092], [-1.579, 0.265, 2.847], [-1.721, 1.673, 2.390], [-1.163, 3.484, 9.551], [-0.065, 2.658, 9.124], [0.314, 2.760, 7.746], [1.458, 1.664, 7.488], [0.971, 0.258, 7.501], [2.492, 1.697, 8.533], [-1.118, 4.553, 9.343], [-1.187, 3.538, 10.640], [-2.085, 2.988, 9.247], [-0.564, 2.847, 7.107], [0.712, 3.770, 7.655], [1.834, 1.694, 6.465], [0.497, -0.147, 8.395], [1.783, -0.425, 7.254], [0.212, -0.038, 6.776], [3.060, 2.532, 8.504], [2.020, 1.472, 9.397], [3.963, -8.799, 1.369], [4.099, -10.233, 1.048], [3.674, -11.303, 2.140], [3.259, -10.633, -0.053], [4.749, -8.358, 1.982], [2.980, -8.533, 1.757], [3.974, -8.184, 0.470], [5.174, -10.335, 0.895], [3.240, -12.159, 1.624], [2.957, -10.963, 2.887], [4.359, -11.929, 2.712], [3.221, -11.587, -0.161], [-1.951, 5.680, -6.275], [-3.321, 5.989, -6.943], [-3.886, 7.433, -6.744], [-3.051, 5.940, -8.410], [-1.458, 4.731, -6.488], [-2.155, 5.872, -5.222], [-1.290, 6.519, -6.495], [-3.986, 5.174, -6.659], [-3.297, 8.164, -7.300], [-3.796, 7.670, -5.684], [-4.912, 7.466, -7.110], [-2.141, 5.887, -8.713], [5.466, -1.808, -4.015], [5.293, -1.348, -5.512], [3.807, -1.124, -5.957], [6.027, -0.205, -5.843], [6.493, -1.782, -3.652], [5.161, -2.850, -3.926], [4.753, -1.295, -3.370], [5.705, -2.102, -6.183], [3.634, -0.776, -6.975], [3.170, -0.698, -5.182], [3.405, -2.125, -6.115], [6.494, 0.217, -5.118], [1.807, -7.621, -6.041], [2.601, -7.974, -7.276], [1.721, -8.066, -8.522], [3.547, -6.946, -7.442], [2.562, -7.841, -5.286], [1.032, -8.387, -6.084], [1.388, -6.640, -5.820], [3.033, -8.969, -7.175], [1.197, -9.020, -8.465], [2.255, -8.108, -9.472], [1.004, -7.247, -8.580], [4.038, -7.049, -8.261]]}